[1]
Entry from the OMol25 dataset: a 2-piece molecular cluster, C2H3ClFNO2 overall (ωB97M-V/def2-TZVPD).

HOMO energy (alpha / beta) ... -9.865 / -8.721 eV
Energy above the lowest of the compared OMol25 structures with the same formula, charge and spin ... 88.5 kcal per mole
Net charge ... 0

Each line ends with the natural charge from an NBO analysis.
Geometry (Å):
C1 -0.157 -0.083 -0.035  -0.7474
C2 -1.443 -0.811 -0.347  0.3965
N1 -2.769 1.265 -0.003  0.4879
O1 -3.928 1.225 -0.066  -0.2926
O2 -2.023 2.218 -0.009  -0.3632
F1 -1.748 -1.070 -1.616  -0.3158
Cl1 -1.983 -2.130 0.574  0.0576
H1 0.787 -0.437 -0.604  0.2435
H2 -0.222 1.034 -0.363  0.2851
H3 0.145 -0.311 0.963  0.2484

***

[2]
Entry from the OMol25 dataset: a 6-piece molecular cluster, C8H18FN5O13 overall (ωB97M-V/def2-TZVPD).

HOMO energy ... -11.063 eV
SMILES ... O=C1OC[C@@H](F)O1.C[N+](=O)[O-].C[N+](=O)[O-].C[N+](=O)[O-].C[N+](=O)[O-].C[N+](=O)[O-]
Energy above the lowest of the compared OMol25 structures with the same formula, charge and spin ... 44.5 kcal per mole
Net charge ... 0

Each line ends with the natural charge from an NBO analysis.
Geometry (Å):
O1 3.818 1.773 -3.723  -0.5588
C1 3.364 1.094 -2.827  0.9643
O2 3.512 -0.218 -2.696  -0.4655
C2 2.747 -0.683 -1.623  -0.1292
C3 2.446 0.650 -0.845  0.4355
F1 3.274 0.709 0.198  -0.3362
O3 2.651 1.654 -1.759  -0.4825
H1 1.897 -1.285 -1.944  0.1996
H2 3.362 -1.331 -0.999  0.2114
H3 1.452 0.691 -0.399  0.1614
C4 -3.827 -1.837 -2.929  -0.4813
N1 -4.091 -2.192 -1.518  0.5123
O4 -5.271 -2.370 -1.171  -0.3730
O5 -3.117 -2.489 -0.813  -0.3687
H4 -4.341 -0.893 -3.107  0.2356
H5 -4.205 -2.642 -3.559  0.2429
H6 -2.761 -1.665 -3.078  0.2322
C5 -0.788 6.683 -5.033  -0.4875
N2 -1.338 5.633 -4.195  0.5151
O6 -1.511 4.496 -4.642  -0.3678
O7 -1.597 5.997 -3.035  -0.3791
H7 -0.201 7.349 -4.401  0.2385
H8 -1.669 7.220 -5.386  0.2437
H9 -0.056 6.255 -5.718  0.2370
C6 2.086 -9.491 -2.006  -0.4875
N3 1.201 -8.526 -1.331  0.5154
O8 0.548 -8.940 -0.366  -0.3818
O9 0.876 -7.501 -1.893  -0.3687
H10 1.973 -9.318 -3.076  0.2426
H11 1.967 -10.506 -1.626  0.2470
H12 3.074 -9.075 -1.807  0.2330
C7 3.571 1.714 7.854  -0.4912
N4 2.721 0.705 7.265  0.5406
O10 3.299 -0.231 6.773  -0.3882
O11 1.611 1.059 7.093  -0.3599
H13 3.651 1.449 8.909  0.2299
H14 3.144 2.714 7.779  0.2334
H15 4.516 1.626 7.318  0.2352
C8 -4.133 2.515 3.538  -0.4918
N5 -3.829 3.927 3.425  0.5259
O12 -2.641 4.230 3.434  -0.3666
O13 -4.828 4.624 3.326  -0.3691
H16 -4.995 2.259 2.921  0.2332
H17 -4.245 2.220 4.581  0.2400
H18 -3.319 1.947 3.087  0.2283

***

[3]
Entry from the OMol25 dataset: a 14-piece molecular cluster, C45H118O25 overall (ωB97M-V/def2-TZVPD).

HOMO energy ... -9.233 eV
Net charge ... 0

Each line ends with the Mulliken charge.
Geometry (Å):
C1 -1.890 -1.411 -3.452  -0.0674
O1 -1.645 -2.577 -4.176  -0.4999
C2 -0.262 -2.885 -4.205  -0.9113
C3 0.283 -3.211 -2.808  1.1729
O2 -0.387 -4.323 -2.283  -0.5663
C4 0.017 -4.678 -0.973  -0.2546
H1 -2.061 -1.659 -2.393  -0.0834
H2 -2.872 -0.970 -3.653  0.3385
H3 -1.153 -0.610 -3.563  0.1123
H4 0.265 -1.991 -4.560  0.2547
H5 -0.044 -3.705 -4.885  0.4258
H6 0.198 -2.306 -2.199  -0.5921
H7 1.344 -3.459 -2.941  0.1233
H8 1.097 -4.840 -0.936  0.1333
H9 -0.514 -5.601 -0.750  0.2621
H10 -0.384 -3.924 -0.285  0.1058
C5 -3.457 6.630 3.885  -0.5527
O3 -2.157 6.532 4.409  -0.3386
C6 -1.152 6.971 3.556  -0.8111
C7 -0.955 6.017 2.393  -0.1638
O4 -0.717 4.733 2.919  -0.3776
C8 -0.480 3.778 1.917  -0.3139
H11 -3.617 5.990 3.015  0.1778
H12 -3.732 7.667 3.665  0.3552
H13 -4.099 6.293 4.698  0.1934
H14 -0.184 7.114 4.037  0.3931
H15 -1.387 7.944 3.098  0.3893
H16 -0.154 6.336 1.716  0.4479
H17 -1.865 6.029 1.777  0.1183
H18 -0.331 2.760 2.273  -0.1489
H19 0.429 4.036 1.364  0.4717
H20 -1.339 3.702 1.241  0.0330
C9 -1.205 2.016 -1.416  0.4700
O5 -0.571 0.772 -1.182  0.9456
C10 -0.769 0.303 0.142  1.8873
C11 0.291 -0.716 0.520  0.0894
O6 1.650 -0.326 0.364  1.0086
C12 2.121 0.769 1.105  -0.8263
H21 -0.568 2.783 -0.960  0.3618
H22 -2.217 2.035 -1.005  -0.4205
H23 -1.248 2.276 -2.475  -0.7980
H24 -1.770 -0.148 0.132  -0.8064
H25 -0.878 1.087 0.902  -1.1521
H26 0.146 -1.548 -0.168  -0.9531
H27 0.236 -1.056 1.556  0.4929
H28 3.211 0.725 1.095  0.0407
H29 1.768 0.782 2.141  0.2846
H30 1.871 1.721 0.619  0.1222
C13 4.663 -3.609 -2.855  -0.9203
O7 4.649 -2.455 -2.051  0.1316
C14 5.712 -1.573 -2.255  -0.8790
C15 5.581 -0.414 -1.260  1.0457
O8 6.182 0.793 -1.668  -0.3240
C16 7.586 0.751 -1.682  -0.8201
H31 3.737 -4.144 -2.664  0.1649
H32 5.489 -4.282 -2.595  0.3171
H33 4.797 -3.364 -3.912  0.3448
H34 5.700 -1.123 -3.254  0.2879
H35 6.684 -2.051 -2.084  0.4820
H36 5.846 -0.653 -0.221  0.1322
H37 4.528 -0.144 -1.133  -0.7647
H38 7.955 0.936 -0.662  0.2923
H39 8.060 1.520 -2.291  0.2820
H40 8.044 -0.199 -1.975  0.3311
C17 -6.856 1.749 3.625  -0.7672
O9 -5.985 2.495 2.792  -0.3472
C18 -4.782 2.795 3.477  -0.8419
C19 -3.675 3.179 2.526  -0.4301
O10 -3.190 2.149 1.679  0.1533
C20 -4.025 1.700 0.650  0.3043
H41 -7.734 1.468 3.051  0.2486
H42 -7.114 2.345 4.505  0.3014
H43 -6.347 0.839 3.961  0.3292
H44 -4.431 1.896 4.001  0.3453
H45 -4.964 3.574 4.223  0.4206
H46 -2.798 3.621 2.996  0.4935
H47 -4.064 3.964 1.859  0.0725
H48 -3.447 1.251 -0.157  -1.0654
H49 -4.642 2.517 0.250  0.3466
H50 -4.780 0.961 0.942  0.1332
C21 -8.744 -4.749 0.765  -0.7538
O11 -7.507 -4.308 0.254  -0.2926
C22 -7.309 -2.931 0.421  -0.7045
C23 -6.003 -2.472 -0.190  0.2127
O12 -4.871 -3.175 0.274  -0.4572
C24 -3.730 -2.738 -0.430  -0.2617
H51 -9.542 -4.136 0.330  0.3121
H52 -8.743 -4.730 1.857  0.2889
H53 -8.928 -5.763 0.414  0.2419
H54 -7.306 -2.672 1.492  0.3612
H55 -8.149 -2.397 -0.043  0.3572
H56 -5.847 -1.411 0.025  -0.0620
H57 -6.146 -2.593 -1.271  0.2372
H58 -3.622 -3.066 -1.469  0.4479
H59 -2.851 -3.149 0.068  0.1953
H60 -3.647 -1.646 -0.433  -0.0798
C25 4.468 2.819 -6.945  -0.9163
O13 3.654 2.421 -5.872  -0.0790
C26 4.330 2.436 -4.618  -0.8852
C27 3.320 2.069 -3.574  -0.0871
O14 2.977 0.703 -3.700  -0.4435
C28 2.127 0.255 -2.662  0.7325
H61 5.225 2.061 -7.179  0.3080
H62 4.960 3.773 -6.728  0.3515
H63 3.866 2.950 -7.844  0.2204
H64 4.679 3.442 -4.365  0.4246
H65 5.123 1.689 -4.642  0.3185
H66 2.397 2.667 -3.612  0.1516
H67 3.683 2.241 -2.551  0.3714
H68 1.136 0.709 -2.772  -0.5267
H69 2.488 0.572 -1.682  -0.0547
H70 2.003 -0.820 -2.763  -0.2171
C29 0.760 -0.198 9.046  -0.7709
O15 0.354 0.011 7.702  -0.2928
C30 -0.721 -0.821 7.370  -0.6483
C31 -0.896 -0.907 5.869  -0.2891
O16 -1.179 0.397 5.392  -0.3518
C32 -0.944 0.526 4.002  -0.2653
H71 1.412 0.588 9.421  0.2413
H72 1.364 -1.111 9.057  0.2953
H73 -0.123 -0.280 9.682  0.3126
H74 -1.636 -0.621 7.940  0.3991
H75 -0.481 -1.857 7.674  0.4116
H76 -1.741 -1.566 5.647  0.3292
H77 0.089 -1.218 5.505  0.1552
H78 -1.865 0.194 3.508  0.2182
H79 -0.016 0.041 3.693  0.2412
H80 -0.875 1.558 3.649  0.0341
C33 5.682 -0.595 2.965  -0.2941
O17 5.401 -1.388 4.107  -0.3780
C34 6.225 -2.521 4.258  -0.8378
C35 6.336 -3.482 3.074  0.0458
O18 6.842 -2.924 1.888  -0.3579
C36 6.861 -3.841 0.805  -0.5789
H81 5.299 -1.110 2.082  -0.1440
H82 6.740 -0.346 2.876  0.3449
H83 5.110 0.328 3.063  0.3235
H84 5.920 -3.095 5.127  0.3810
H85 7.252 -2.166 4.428  0.3732
H86 5.305 -3.803 2.849  -0.1276
H87 6.883 -4.379 3.392  0.5826
H88 7.604 -3.413 0.135  0.2030
H89 5.892 -3.892 0.297  0.0845
H90 7.121 -4.854 1.121  0.4316
C37 2.802 -3.024 1.972  0.0925
O19 2.763 -4.236 2.672  -0.4739
C38 2.899 -5.379 1.878  0.0366
C39 1.806 -6.383 2.214  -0.9162
O20 0.628 -5.980 1.554  -0.0802
C40 -0.519 -6.725 1.893  -0.8465
H91 3.680 -2.779 1.360  -0.0823
H92 2.618 -2.187 2.645  0.3524
H93 1.986 -2.981 1.236  -0.1249
H94 3.891 -5.839 1.991  0.3806
H95 2.852 -5.174 0.800  -0.0341
H96 1.696 -6.357 3.303  0.3542
H97 2.101 -7.380 1.866  0.3780
H98 -1.396 -6.131 1.648  0.1725
H99 -0.524 -7.087 2.925  0.3892
H100 -0.560 -7.641 1.285  0.3079
C41 -0.647 5.466 -5.132  -0.8915
O21 -0.808 4.065 -5.208  -0.2167
C42 0.185 3.383 -5.966  -0.7374
C43 0.160 1.893 -5.762  0.4375
O22 -0.911 1.216 -6.371  -0.5589
C44 -2.183 1.473 -5.809  -0.2776
H101 -1.393 5.915 -4.483  0.3226
H102 -0.755 5.883 -6.139  0.3211
H103 0.354 5.746 -4.791  0.3034
H104 1.135 3.831 -5.643  0.3951
H105 0.139 3.648 -7.032  0.2654
H106 0.227 1.711 -4.675  -0.4424
H107 1.072 1.421 -6.130  0.3271
H108 -2.917 0.752 -6.159  0.3356
H109 -2.537 2.483 -6.026  0.2969
H110 -2.085 1.422 -4.718  -0.0892
O23 -3.137 3.949 -3.504  -0.5615
H111 -2.345 4.082 -4.063  0.4001
H112 -3.867 3.861 -4.125  0.2631
O24 -3.010 4.945 -0.832  -0.6097
H113 -3.767 4.499 -0.438  0.2835
H114 -3.081 4.751 -1.785  0.3014
C45 -4.592 1.047 -2.785  -0.4466
O25 -5.268 0.008 -2.084  -0.4021
H115 -3.504 1.010 -2.724  -0.2765
H116 -4.729 0.922 -3.868  0.4434
H117 -5.005 1.961 -2.356  0.4616
H118 -6.165 0.293 -1.906  0.2894

***

[4]
Entry from the OMol25 dataset: a 2-piece molecular cluster, C4H11NO2S overall (ωB97M-V/def2-TZVPD).

HOMO energy ... 0.159 eV
Energy above the lowest of the compared OMol25 structures with the same formula, charge and spin ... 9.9 kcal per mole
Net charge ... -2

Each line ends with the natural charge from an NBO analysis.
Geometry (Å):
C1 0.546 -1.274 -0.906  -0.6400
C2 -0.132 -0.202 -0.077  -0.0695
C3 -1.360 0.388 -0.790  -0.4993
S1 -1.020 1.425 -2.267  -0.7576
N1 -0.561 -0.717 1.235  -0.6990
C4 0.575 -1.164 2.158  0.1334
O1 0.963 -2.437 2.024  -0.9806
H1 0.840 -0.956 -1.904  0.2014
H2 1.400 -1.686 -0.364  0.2283
H3 -0.190 -2.085 -0.978  0.1770
H4 0.544 0.597 0.223  0.1768
H5 -1.929 0.916 -0.025  0.1868
H6 -1.938 -0.484 -1.136  0.1629
H7 -1.024 -1.614 1.126  0.3322
H8 0.143 -0.928 3.164  0.0516
H9 1.414 -0.454 1.951  0.0617
H10 0.405 3.108 -1.746  0.4997
H11 0.373 3.801 -0.458  0.4535
O2 0.952 3.766 -1.227  -1.0193